C16H14BBrO2Pt | ωB97M-V/def2-TZVPD

Structure (XYZ):
```
35
Properties=species:S:1:pos:R:3:forces:R:3:lowdin_spin:R:1
Pt 0.0875 -0.2868 -0.6913 2.4 0.1 0.3 0.96
Br 2.1088 -0.7064 -1.8826 1.2 -0.7 1.1 0.27
O 0.0352 -1.3662 2.1306 1.5 0.0 0.7 0.04
O -0.0073 0.9904 2.2076 1.8 -0.3 0.8 0.05
C 0.4629 -0.5806 -5.2825 0.8 0.4 0.1 0.00
C 0.6749 0.4955 3.2807 -1.3 -0.9 0.0 0.01
C 1.7322 -0.5417 -4.6469 -0.3 1.4 -1.2 0.01
C -2.1609 -0.0649 1.0707 0.0 0.7 -1.2 0.05
C 0.8078 1.1957 4.4740 0.3 -0.4 -0.8 0.00
C 0.7182 -0.9365 3.2343 -1.8 1.3 -0.1 0.01
C -1.8561 0.7776 -1.1199 -0.5 -0.7 0.3 0.03
C -2.0280 1.1336 0.2562 -1.5 -0.9 -0.5 0.17
C 0.7887 -0.9820 5.5776 0.5 -0.2 0.5 0.00
C 0.0150 0.7545 -5.4622 0.4 0.3 0.3 0.01
C 2.0527 0.8494 -4.3953 -0.3 -1.1 -1.2 0.01
C -1.8742 -0.6985 -1.2105 -1.5 0.7 0.8 0.05
C -2.0020 -1.1829 0.1440 -0.9 0.5 -1.0 0.12
C 0.8741 -1.6920 4.3838 0.2 0.1 -0.2 0.00
C 0.7543 0.4197 5.6126 0.5 -0.3 0.8 0.00
C 1.0043 1.6353 -4.9125 -0.3 -0.8 -0.3 0.00
B -0.2228 -0.1670 1.3689 -0.8 0.2 -1.2 0.17
H 0.9641 -2.7815 4.3007 -0.4 0.4 0.3 0.00
H 2.9517 1.2040 -3.9043 -0.1 0.0 0.0 0.00
H -1.8266 1.4194 -2.0158 0.1 -0.3 0.8 0.00
H -1.7387 -1.2612 -2.1326 -0.5 0.0 0.2 0.01
H -0.0338 -1.4895 -5.6070 -0.1 0.1 0.0 0.00
H -2.6424 -0.0986 2.0384 0.1 -0.1 0.0 0.00
H -0.8944 1.0615 -5.9750 0.0 0.0 0.2 0.00
H 0.8911 2.2758 4.4465 -0.5 0.0 0.3 0.00
H 2.3735 -1.4010 -4.4739 -0.2 0.2 0.1 0.00
H -2.2281 -2.2070 0.4226 0.6 0.0 -0.1 0.01
H 0.9801 2.7211 -4.9379 -0.1 -0.1 0.1 0.00
H 0.7130 0.9240 6.5680 0.1 -0.1 0.2 0.00
H 0.7712 -1.5498 6.5102 0.1 0.3 -0.1 0.00
H -2.2460 2.1365 0.6227 0.5 -0.2 -0.1 0.01
```
Forces are in eV/Å.

<S²>: 2.016
Calculated total energy in eV: -94876.3507
Multiplicity: 3
Lowest unoccupied orbital energy (spin up / spin down) in Eh: 0.175 / 0.174
Total charge: -2

=====

C16H14BF5N6Pt | ωB97M-V/def2-TZVPD

Structure (XYZ):
```
43
Properties=species:S:1:pos:R:3:forces:R:3:lowdin_spin:R:1
Pt 0.0945 0.3656 -0.4676 -1.5 -1.3 -1.2 0.61
F 4.7411 1.5780 -2.5340 -1.1 0.1 1.7 0.02
F 6.0412 1.9456 -0.1285 -1.4 -0.6 0.0 0.01
F 2.2170 0.5386 2.1990 0.7 0.6 -1.5 0.02
F 4.7267 1.5209 2.2202 -1.2 -0.6 -2.5 0.10
F 2.0132 1.4314 -2.4723 1.8 -0.5 2.1 0.09
N 0.4801 -1.0097 -2.0064 0.5 -0.3 0.4 0.05
N -0.5792 1.8995 -1.9346 0.2 0.9 -0.6 0.21
N -1.7709 -0.3458 -0.7621 -0.9 -0.8 -0.1 0.01
N -2.3060 -0.4237 -2.0241 0.1 0.5 0.9 0.00
N -0.2029 -0.9684 -3.2103 1.1 0.7 0.9 0.00
N -1.1191 1.4340 -3.1021 0.1 0.2 0.2 0.01
C 4.7594 1.5591 -0.1543 2.2 1.0 -2.0 0.05
C -3.9009 -0.9345 -0.5933 -0.4 0.0 0.2 0.00
C 1.6326 -2.1848 -3.4954 0.0 0.1 0.6 0.00
C -0.9113 3.6340 -3.3416 0.1 -0.7 0.5 0.01
C 0.5163 -1.6496 -4.1273 0.0 0.5 0.4 0.01
C 4.1043 1.3157 1.0427 1.4 0.8 3.0 0.25
C 2.0254 0.9065 -0.1685 0.0 0.0 2.0 0.05
C -0.4105 3.2425 -2.0746 -0.6 -0.4 -1.3 0.02
C 1.5683 -1.8146 -2.1357 -0.7 0.7 -1.9 0.01
C -3.6119 -0.6994 -1.9309 0.8 0.1 0.0 0.01
C -0.6861 1.2817 1.7940 0.3 -0.6 2.1 0.02
C 2.7658 0.9254 1.0185 -2.9 -1.1 0.0 0.08
C -2.7228 -0.7284 0.1301 -0.3 0.3 -1.3 0.01
C 2.7149 1.2672 -1.3110 -1.9 0.3 -2.9 0.24
C 4.0805 1.4702 -1.3657 3.3 0.3 -0.6 0.08
C -1.3680 2.4672 -3.9427 0.5 -0.5 0.9 0.00
B -1.4773 -0.0731 -3.2845 0.1 0.3 0.6 0.00
H -1.7043 1.3308 2.2055 0.1 -0.2 -0.7 0.00
H -2.5309 -0.8399 1.1968 0.0 0.2 -0.5 0.00
H 2.2589 -2.0771 -1.3424 -0.3 0.3 0.0 0.00
H -4.8777 -1.1943 -0.2285 0.0 -0.1 0.3 0.00
H -4.1753 -0.6313 -2.8601 -0.2 -0.4 0.5 0.00
H -0.2887 0.2611 1.8997 -0.2 0.0 0.1 0.01
H 0.0374 3.9082 -1.3488 -0.1 -0.4 0.2 0.00
H 0.2488 -1.6503 -5.1959 -0.1 -0.2 0.9 0.00
H -2.0828 -0.2487 -4.2897 0.0 0.0 0.0 0.00
H -1.8589 2.2545 -4.8860 0.2 0.2 0.1 0.00
H -0.9377 4.6094 -3.7916 0.0 0.2 0.2 0.00
H 2.4204 -2.7221 -3.9800 0.1 -0.4 0.0 0.00
H -0.6907 1.6941 0.7942 -0.1 0.9 -1.0 0.00
H -0.0772 1.8987 2.4670 0.1 0.0 -0.6 0.00
```
Forces are in eV/Å.

Relative energy (zero: lowest compared OMol25 entry of this formula, charge and spin) in kJ/mol: 3.8
<S²>: 2.020
Calculated total energy in eV: -43250.6668
Multiplicity: 3
Lowest unoccupied orbital energy (spin up / spin down) in Eh: -0.298 / -0.417
Total charge: +2

=====

C16H14BrNO4 | ωB97M-V/def2-TZVPD

Structure (XYZ):
```
36
Properties=species:S:1:pos:R:3:forces:R:3:nbo_charge:R:1
Br 4.2049 0.3724 -1.7713 4.7 2.1 0.3 0.19
O 0.2309 0.6003 0.5243 6.4 5.4 -2.4 -0.44
O -1.6959 0.7247 -0.7987 -1.7 -3.6 -2.8 -0.50
O -0.7613 1.4762 -4.2267 0.5 0.2 0.8 -0.48
O -2.9820 -1.3474 -0.9101 6.7 4.8 4.6 -0.68
N 0.0346 0.0912 2.6332 0.0 -3.5 7.9 -0.48
C 2.3646 -1.7313 -1.4553 7.5 8.3 -0.3 -0.21
C -2.3579 -1.3333 2.0073 9.2 3.8 3.6 -0.04
C -0.7361 0.9113 -3.1650 -1.7 -2.8 0.7 0.56
C 0.2933 -0.0193 -2.6184 0.7 -3.6 2.4 -0.10
C -1.4586 -0.5018 1.2531 -15.0 -8.5 -6.8 -0.16
C -1.7506 -1.5531 3.3057 -2.1 -0.6 -0.8 -0.29
C -0.5996 -0.9324 3.6399 1.5 4.7 -2.5 0.04
C 1.1979 2.6898 2.0033 3.9 -8.5 0.3 -0.60
C 2.6044 -0.2335 -1.8194 -1.4 -8.8 2.1 -0.17
C 1.5572 0.3457 -2.2854 -0.1 7.6 -3.5 -0.25
C -0.4069 0.1211 1.4409 3.3 -0.1 6.1 0.41
C 1.1784 -2.0016 -1.5644 -9.2 -9.8 1.3 -0.12
C -2.0178 0.7045 -2.2863 4.3 11.8 3.2 -0.14
C 0.0963 -1.3496 -2.0520 -1.6 4.5 -3.4 -0.22
C -1.9914 -0.5012 -0.2366 -5.8 -1.1 -2.8 0.79
C 1.3931 1.3410 1.2188 3.7 0.3 -3.3 -0.10
H 3.0446 -2.2535 -0.9078 2.1 -1.5 0.9 0.22
H -2.3150 -2.1835 4.0019 0.6 0.2 0.0 0.22
H 0.9633 -3.4208 -1.1438 0.2 4.3 -1.2 0.16
H -0.2226 -0.8559 4.6827 0.1 -0.2 -1.2 0.22
H -3.1613 -1.8443 1.8031 -4.3 -2.1 -2.1 0.23
H 1.8421 1.3935 -2.6062 -0.6 -0.7 0.2 0.21
H -2.5870 1.8586 -2.4228 1.6 -3.2 0.4 0.21
H 2.1458 3.0722 2.1029 2.4 0.6 0.8 0.22
H -0.8849 -1.6545 -2.2635 -1.0 -1.7 0.5 0.25
H 2.0091 0.5904 1.8945 -1.5 1.6 -1.8 0.24
H 2.0192 1.5876 0.2416 -1.1 -0.6 2.1 0.19
H 0.7245 2.3521 2.8153 -1.3 -0.5 3.9 0.22
H -2.6782 0.1421 -2.6349 -5.3 -5.8 -2.3 0.21
H 0.7031 3.3423 1.6002 -5.7 6.8 -5.0 0.19
```
Forces are in eV/Å.

Relative energy (zero: lowest compared OMol25 entry of this formula, charge and spin) in kJ/mol: 1060.6
Calculated total energy in eV: -96527.7251
Multiplicity: 1
Lowest unoccupied orbital energy in Eh: -0.029

=====

C16H14CdF9IN2O | ωB97M-V/def2-TZVPD

Structure (XYZ):
```
44
Properties=species:S:1:pos:R:3:forces:R:3:nbo_charge:R:1
I -2.0701 3.0966 -1.9398 0.0 0.2 0.1 -0.61
Cd -0.1420 1.6743 -0.9307 -1.0 -0.4 0.9 1.51
F -3.1961 -1.0300 5.8968 0.1 0.4 0.6 -0.35
F -4.4646 -2.3352 2.1983 0.4 0.8 -0.5 -0.35
F -2.2744 -3.7035 2.6708 0.4 -0.1 0.1 -0.34
F -2.8949 0.6179 4.5029 0.1 -0.3 0.2 -0.36
F -1.8905 -3.4640 4.7831 1.0 -0.2 0.0 -0.33
F -4.9269 -0.7532 3.5839 -0.1 0.7 -0.6 -0.33
F -0.5605 -2.4841 3.2957 0.0 -1.1 0.6 -0.37
F -1.2077 -0.6055 5.1385 0.1 0.0 0.3 -0.35
F -3.6753 -0.2964 1.8263 -1.4 0.0 0.1 -0.37
O -0.9296 -0.5255 0.1742 -0.9 0.4 2.9 -0.69
N 0.6930 0.2692 -2.3529 0.5 -1.6 -0.7 -0.57
N 2.0960 1.6385 -0.7521 2.9 0.9 -0.1 -0.57
C -0.8656 0.0476 1.6861 0.0 -1.9 -0.4 -0.37
C 1.2272 -0.4912 -4.9378 -0.1 0.8 1.4 -0.13
C 2.1034 0.3895 -4.2618 -0.2 -0.3 0.4 -0.21
C -1.7813 -1.7698 0.5599 -0.2 0.1 -3.0 -0.28
C -1.8716 -2.8017 3.6069 -2.3 1.6 0.0 0.98
C -2.7441 -1.5918 3.6596 -0.1 0.3 -0.8 -0.74
C -0.1034 -0.6500 -2.9326 1.0 1.3 0.0 0.08
C 0.1012 -0.9900 -4.2482 0.7 -0.3 -1.0 -0.23
C 4.5850 2.8565 -1.3775 -1.0 -0.5 -0.2 -0.12
C 2.6562 1.5208 -2.0132 0.1 1.4 0.9 0.18
C 1.8356 0.7096 -2.9250 -1.8 -0.7 -0.9 0.14
C -3.9222 -1.2309 2.8142 0.9 -2.4 1.9 0.99
C -2.5156 -0.6786 4.7753 -0.2 -0.4 -0.8 0.98
C 4.0889 2.8584 -0.0597 0.3 -0.1 -0.5 -0.25
C 3.8453 2.1890 -2.3919 -0.3 0.0 0.6 -0.22
C 2.8543 2.2548 0.1945 -0.2 0.0 -1.0 0.08
H 2.9705 0.8599 -4.7168 -0.1 -0.5 -0.2 0.23
H -1.9426 0.1042 1.9346 1.4 -0.7 0.3 0.26
H 5.5102 3.3746 -1.6240 -0.2 -0.1 0.1 0.24
H -2.7735 -1.6987 0.0853 0.2 0.7 0.5 0.20
H -0.8817 -1.0580 -2.3069 -0.3 0.2 -0.1 0.24
H -0.1699 -0.7488 2.0141 -1.4 0.4 0.8 0.22
H 4.6371 3.3669 0.7540 -0.4 -0.5 -0.6 0.25
H -1.9156 -2.0849 1.5995 0.7 1.2 -0.9 0.25
H 4.1280 2.2396 -3.4731 -0.1 -0.2 1.3 0.24
H -0.4589 0.9187 2.2271 0.7 1.1 -2.0 0.21
H -1.3882 -2.5984 -0.0247 0.9 -0.1 0.2 0.18
H 1.4307 -0.7644 -5.9574 -0.1 0.0 -0.2 0.24
H 2.4260 2.2884 1.1819 -0.1 0.1 0.2 0.22
H -0.6178 -1.6301 -4.7462 0.2 -0.1 0.0 0.24
```
Forces are in eV/Å.

Relative energy (zero: lowest compared OMol25 entry of this formula, charge and spin) in kJ/mol: 228.5
Calculated total energy in eV: -58966.2424
Multiplicity: 1
Lowest unoccupied orbital energy in Eh: -0.082